C18H16Cl36F9NO2PS | ωB97M-V with the def2-TZVPD basis set

HOMO-LUMO gap: 9.408 eV
total charge: +1
2S+1: 1

Geometry as XYZ:
```
84
Properties=species:S:1:pos:R:3:mulliken_charge:R:1
C -3.310 0.391 -1.121 -1.23
P -2.442 -0.972 -0.243 0.37
O -3.639 -2.006 0.095 -0.29
C -1.261 -1.761 -1.458 1.25
C -0.821 -0.814 -2.566 -2.55
C -0.340 0.603 -2.203 -1.58
C 1.138 0.888 -2.384 0.98
F 1.788 -0.147 -2.844 -0.27
F 1.200 1.765 -3.394 -0.35
C 1.882 1.681 -1.261 0.40
F 2.983 2.148 -1.745 -0.28
F 1.154 2.710 -1.032 -0.27
S 2.315 0.909 0.426 1.49
F 3.820 1.061 0.120 -0.33
F 2.351 -0.567 -0.102 -0.37
F 0.833 0.816 0.889 -0.18
F 2.381 2.348 1.040 -0.33
F 2.747 0.373 1.830 -0.31
C -1.913 -2.935 -2.237 -1.76
O -2.254 -4.032 -1.464 -0.30
C -1.445 -4.228 -0.343 -0.66
C -0.038 -3.774 -0.576 -0.11
N -0.007 -2.276 -0.792 0.81
H -4.354 0.357 -0.887 0.49
H -2.932 1.285 -0.668 0.41
H -3.115 0.419 -2.176 0.31
H -3.667 -2.138 1.046 0.23
H -1.710 -0.687 -3.147 0.70
H -0.140 -1.371 -3.189 1.08
H -0.615 0.932 -1.217 0.67
H -0.880 1.264 -2.840 0.46
H -2.796 -2.519 -2.678 0.75
H -1.258 -3.188 -3.065 0.40
H -1.872 -3.779 0.541 0.14
H -1.390 -5.284 -0.182 0.59
H 0.346 -4.239 -1.461 0.25
H 0.551 -4.063 0.267 0.14
H 0.760 -2.102 -1.433 0.31
H 0.177 -1.795 0.091 -0.07
C -4.278 -5.206 -5.015 0.33
Cl -4.562 -5.640 -3.331 -0.08
Cl -5.811 -5.067 -5.866 -0.07
Cl -3.441 -3.642 -5.070 -0.09
Cl -3.279 -6.440 -5.781 -0.10
C 1.227 -2.646 3.938 0.25
Cl 0.990 -1.287 5.031 -0.07
Cl 1.533 -2.036 2.291 0.11
Cl 2.622 -3.588 4.438 -0.05
Cl -0.215 -3.665 3.951 -0.13
C 2.593 -6.376 1.400 0.32
Cl 3.883 -5.649 2.352 -0.08
Cl 2.700 -8.128 1.492 -0.08
Cl 1.027 -5.843 2.040 -0.05
Cl 2.739 -5.861 -0.288 -0.10
C -8.024 -3.387 -2.523 0.28
Cl -6.728 -2.773 -1.482 -0.03
Cl -7.921 -5.146 -2.609 -0.08
Cl -9.587 -2.922 -1.858 -0.09
Cl -7.843 -2.703 -4.141 -0.09
C 0.746 4.364 3.453 0.31
Cl -0.021 5.071 4.877 -0.11
Cl -0.138 4.855 2.003 -0.10
Cl 2.412 4.917 3.343 -0.08
Cl 0.716 2.601 3.587 -0.07
C -3.646 -1.543 5.725 0.27
Cl -3.302 0.155 6.046 -0.08
Cl -3.785 -1.797 3.974 -0.06
Cl -2.337 -2.542 6.348 -0.07
Cl -5.160 -1.999 6.494 -0.08
C 4.005 8.412 5.145 0.30
Cl 3.804 9.802 6.217 -0.11
Cl 4.304 8.980 3.503 -0.06
Cl 5.373 7.440 5.691 -0.10
Cl 2.539 7.426 5.169 -0.03
C 6.031 12.492 2.078 0.34
Cl 4.919 11.794 0.893 -0.11
Cl 7.679 11.982 1.707 -0.09
Cl 5.929 14.251 2.015 -0.09
Cl 5.590 11.928 3.690 -0.05
C 4.501 0.832 -5.714 0.31
Cl 6.170 1.134 -6.187 -0.09
Cl 4.118 -0.879 -5.960 -0.12
Cl 4.281 1.238 -4.011 -0.04
Cl 3.418 1.821 -6.694 -0.10
```

***

C84H210N14O28 | ωB97M-V with the def2-TZVPD basis set

HOMO-LUMO gap: 8.611 eV
energy relative to the best compared isomer or geometry (same formula, charge and spin): 392.2 kJ/mol
2S+1: 1

Geometry as XYZ:
```
336
Properties=species:S:1:pos:R:3:mulliken_charge:R:1
C -5.778 18.838 -18.475 -0.71
O -5.477 18.545 -17.123 -0.51
C -4.857 17.290 -16.953 0.37
C -4.437 17.176 -15.470 -1.46
N -5.645 16.861 -14.687 0.66
C -5.467 16.957 -13.260 -1.37
C -6.713 16.523 -12.456 0.14
O -7.911 17.073 -12.887 -0.20
C -8.997 16.581 -12.079 -0.48
H -6.063 19.887 -18.552 0.36
H -6.544 18.146 -18.825 0.17
H -4.920 18.795 -19.145 0.44
H -3.994 17.229 -17.615 0.72
H -5.556 16.497 -17.220 -0.36
H -3.936 18.052 -15.060 0.42
H -3.762 16.323 -15.396 0.46
H -6.394 17.496 -14.925 -0.30
H -5.192 17.990 -13.048 0.58
H -4.522 16.566 -12.885 0.57
H -6.585 16.743 -11.396 0.48
H -6.865 15.444 -12.473 -0.31
H -8.980 16.981 -11.065 0.36
H -9.101 15.497 -12.107 0.12
H -9.934 16.971 -12.477 0.13
C -11.834 13.021 -17.307 -1.08
O -11.557 14.278 -16.818 1.47
C -12.254 14.608 -15.626 -0.97
C -11.887 16.033 -15.133 -0.60
N -12.037 16.995 -16.278 2.02
C -11.747 18.336 -15.814 -0.57
C -10.287 18.574 -15.316 0.35
O -10.094 19.997 -15.273 -0.51
C -8.884 20.513 -15.805 -0.71
H -12.854 13.020 -17.694 0.44
H -11.713 12.252 -16.545 -0.14
H -11.136 12.717 -18.087 -0.15
H -11.917 13.957 -14.819 -0.14
H -13.337 14.518 -15.708 0.24
H -10.825 15.903 -14.926 -0.27
H -12.451 16.262 -14.229 0.79
H -11.267 16.714 -16.867 -0.82
H -12.454 18.566 -15.017 0.83
H -12.011 19.044 -16.600 -0.83
H -9.543 18.072 -15.934 -0.18
H -10.208 18.210 -14.291 -0.16
H -8.747 20.257 -16.855 0.17
H -8.028 20.078 -15.288 0.37
H -8.837 21.602 -15.831 0.39
C -16.664 19.783 -14.070 -0.72
O -16.877 18.874 -15.119 -0.50
C -15.654 18.409 -15.732 0.54
C -15.923 17.227 -16.636 -0.90
N -14.728 17.028 -17.432 1.09
C -14.749 15.936 -18.407 0.05
C -15.774 16.015 -19.548 -0.35
O -15.782 14.808 -20.297 -0.44
C -16.699 14.902 -21.435 -0.73
H -15.927 19.468 -13.330 0.23
H -17.557 20.054 -13.507 0.31
H -16.245 20.721 -14.435 0.23
H -14.930 18.308 -14.923 0.26
H -15.208 19.302 -16.169 -0.20
H -16.840 17.254 -17.225 0.47
H -16.065 16.390 -15.953 0.17
H -13.927 16.983 -16.818 -0.46
H -14.895 15.045 -17.796 0.31
H -13.758 15.958 -18.859 -0.80
H -15.601 16.865 -20.209 -0.07
H -16.763 16.200 -19.128 0.78
H -16.468 15.680 -22.163 0.21
H -17.676 15.060 -20.978 0.41
H -16.751 13.940 -21.945 0.25
C -12.777 14.632 -22.086 -0.49
O -12.220 15.564 -23.005 1.03
C -12.465 15.212 -24.402 0.00
C -13.947 14.992 -24.763 -1.58
N -14.869 15.984 -24.167 0.05
C -14.621 17.349 -24.649 -0.16
C -15.454 18.369 -23.869 -0.64
O -14.955 18.535 -22.560 0.75
C -15.844 19.180 -21.637 -1.10
H -12.401 13.609 -22.111 0.26
H -13.857 14.646 -22.234 0.27
H -12.638 14.958 -21.055 -0.43
H -11.887 14.346 -24.725 0.17
H -12.187 16.080 -25.001 0.14
H -14.203 13.981 -24.444 0.34
H -14.054 14.944 -25.846 0.51
H -14.604 16.063 -23.195 -0.53
H -14.848 17.431 -25.712 0.38
H -13.602 17.651 -24.409 -0.30
H -16.489 18.026 -23.837 0.51
H -15.414 19.394 -24.237 -0.09
H -16.288 20.076 -22.069 0.10
H -15.278 19.425 -20.739 0.14
H -16.672 18.558 -21.297 0.43
C -8.788 12.278 -15.996 0.09
O -8.510 13.223 -16.981 2.02
C -8.162 14.508 -16.393 -0.70
C -8.183 15.640 -17.403 0.26
N -9.521 16.041 -17.777 1.43
C -9.620 16.532 -19.158 0.67
C -10.949 17.156 -19.386 1.53
O -10.867 17.846 -20.620 -0.15
C -12.121 18.148 -21.205 -0.01
H -9.561 12.724 -15.370 -0.28
H -7.974 12.028 -15.316 -0.12
H -9.063 11.314 -16.423 -0.81
H -7.196 14.351 -15.913 -0.48
H -8.904 14.753 -15.633 -0.41
H -7.532 15.341 -18.224 -0.44
H -7.761 16.578 -17.042 0.05
H -10.123 15.241 -17.645 -0.87
H -9.440 15.735 -19.880 -0.54
H -8.830 17.273 -19.275 -0.20
H -11.206 17.913 -18.645 -0.73
H -11.752 16.419 -19.376 -1.00
H -11.935 18.317 -22.266 -0.04
H -12.397 19.142 -20.856 0.05
H -12.943 17.462 -21.001 -0.11
C -12.084 19.053 -33.233 -0.73
O -11.123 19.799 -32.423 -0.33
C -11.212 19.594 -31.041 -0.44
C -10.069 20.208 -30.275 -0.56
N -10.250 20.093 -28.833 -0.19
C -9.012 20.280 -28.057 -1.01
C -9.345 20.171 -26.563 -0.03
O -9.815 21.490 -26.221 -0.49
C -10.008 21.524 -24.804 -0.47
H -12.011 17.974 -33.097 0.29
H -11.965 19.397 -34.260 0.25
H -13.077 19.406 -32.954 0.31
H -11.301 18.542 -30.771 0.33
H -12.165 20.017 -30.722 0.30
H -10.005 21.249 -30.592 0.26
H -9.139 19.679 -30.484 0.30
H -10.883 20.806 -28.499 0.23
H -8.480 21.217 -28.219 0.32
H -8.416 19.419 -28.361 0.51
H -8.454 19.885 -26.004 0.21
H -10.054 19.358 -26.402 0.19
H -9.094 21.498 -24.211 0.23
H -10.567 20.636 -24.507 0.11
H -10.567 22.425 -24.554 0.41
C -4.313 11.318 -17.261 -0.49
O -4.921 11.646 -16.019 -0.06
C -4.289 12.717 -15.234 -0.62
C -5.098 13.013 -13.993 0.34
N -5.297 11.851 -13.171 -0.32
C -6.018 12.140 -11.938 -0.10
C -6.403 10.907 -11.107 -1.05
O -7.453 10.143 -11.766 0.06
C -7.741 8.890 -11.164 -1.04
H -4.567 10.295 -17.540 0.14
H -3.229 11.329 -17.148 0.47
H -4.500 12.068 -18.030 -0.09
H -4.334 13.642 -15.810 0.08
H -3.261 12.495 -14.949 0.51
H -6.046 13.522 -14.168 -0.35
H -4.555 13.663 -13.306 0.41
H -5.834 11.127 -13.625 0.08
H -6.869 12.803 -12.096 -0.08
H -5.217 12.631 -11.385 0.46
H -6.706 11.262 -10.122 0.44
H -5.522 10.288 -10.935 0.43
H -7.908 9.081 -10.104 0.40
H -6.909 8.196 -11.285 0.37
H -8.656 8.425 -11.532 0.23
C -16.398 23.003 -20.023 -0.96
O -15.310 22.184 -19.795 0.02
C -15.248 21.698 -18.467 -1.03
C -13.781 21.186 -18.274 0.38
N -12.659 22.093 -18.544 -0.24
C -11.326 21.735 -18.151 0.37
C -10.207 22.614 -18.784 -0.87
O -10.327 22.725 -20.215 -0.49
C -9.964 21.561 -20.890 0.09
H -16.449 23.840 -19.327 0.36
H -17.347 22.471 -20.087 0.39
H -16.298 23.430 -21.021 0.16
H -15.912 20.835 -18.459 0.23
H -15.529 22.457 -17.737 0.67
H -13.574 20.271 -18.829 -0.27
H -13.673 20.793 -17.263 0.08
H -12.683 22.450 -19.489 0.32
H -11.044 20.715 -18.413 -0.55
H -11.176 21.878 -17.081 0.52
H -9.185 22.336 -18.527 0.32
H -10.265 23.577 -18.276 0.37
H -10.016 21.745 -21.963 -0.16
H -10.594 20.725 -20.584 0.21
H -8.936 21.327 -20.611 0.15
C -16.369 16.068 -12.239 -0.52
O -15.666 15.009 -12.795 -0.12
C -16.266 13.726 -12.576 -0.88
C -15.512 12.640 -13.391 -0.42
N -14.272 12.308 -12.743 -0.34
C -13.728 11.121 -13.348 -0.87
C -12.273 10.862 -12.919 -0.53
O -11.576 12.091 -12.992 -0.15
C -10.273 11.905 -12.541 -0.73
H -17.392 15.854 -12.548 0.40
H -16.173 17.004 -12.762 -0.16
H -16.225 16.169 -11.163 0.31
H -17.290 13.823 -12.936 0.52
H -16.397 13.520 -11.514 0.36
H -15.333 12.906 -14.433 0.26
H -16.248 11.838 -13.342 0.41
H -13.581 13.028 -12.897 0.22
H -13.841 11.104 -14.432 0.34
H -14.329 10.339 -12.883 0.43
H -11.846 10.045 -13.500 0.30
H -12.177 10.495 -11.897 0.61
H -9.815 11.028 -12.998 0.32
H -10.380 11.788 -11.462 0.56
H -9.719 12.814 -12.773 -0.08
C -2.498 14.523 -18.601 -0.40
O -3.136 14.971 -19.769 -0.47
C -4.444 14.430 -20.063 -0.14
C -4.979 14.961 -21.431 -0.48
N -5.536 16.306 -21.326 0.37
C -6.128 16.816 -22.548 0.25
C -6.629 18.271 -22.458 0.16
O -5.548 19.084 -21.984 -0.52
C -5.856 20.476 -21.876 -0.57
H -1.501 14.964 -18.613 0.34
H -2.491 13.447 -18.428 0.27
H -2.999 14.876 -17.700 -0.08
H -5.156 14.596 -19.254 -0.02
H -4.336 13.356 -20.216 0.38
H -5.817 14.311 -21.685 0.03
H -4.181 15.043 -22.169 0.31
H -4.743 16.872 -21.061 0.27
H -6.993 16.206 -22.807 -0.58
H -5.400 16.748 -23.356 0.09
H -7.458 18.369 -21.757 0.01
H -7.067 18.683 -23.367 0.22
H -6.558 20.748 -21.088 -0.05
H -6.144 20.889 -22.843 0.35
H -4.998 21.107 -21.643 0.34
C -7.655 8.101 -19.492 -0.74
O -8.190 9.403 -19.777 -0.34
C -7.269 10.388 -19.348 -0.76
C -7.800 11.834 -19.682 0.87
N -7.814 11.995 -21.175 -0.29
C -8.656 13.102 -21.620 -0.15
C -8.756 13.276 -23.104 -0.08
O -9.683 12.378 -23.634 -0.47
C -9.579 12.180 -25.020 -0.83
H -6.835 7.961 -20.197 0.37
H -8.432 7.344 -19.600 0.25
H -7.465 8.054 -18.420 0.15
H -6.353 10.217 -19.914 0.64
H -7.131 10.373 -18.267 0.25
H -7.019 12.544 -19.412 -0.32
H -8.705 12.096 -19.135 -0.72
H -8.276 11.125 -21.400 0.43
H -8.269 13.979 -21.100 -0.15
H -9.690 13.024 -21.284 0.59
H -7.784 13.011 -23.519 0.52
H -8.979 14.298 -23.411 -0.40
H -8.802 11.417 -25.062 0.40
H -9.285 13.127 -25.473 0.20
H -10.436 11.777 -25.559 0.23
C -4.150 12.225 -24.280 -0.76
O -4.421 13.595 -24.731 -0.09
C -4.328 13.859 -26.136 -0.81
C -4.856 15.216 -26.402 -0.60
N -6.306 15.233 -26.108 -0.08
C -7.060 16.335 -26.723 -1.05
C -8.440 16.522 -26.114 -0.20
O -8.287 17.228 -24.867 0.03
C -9.491 17.211 -24.170 0.67
H -3.209 11.856 -24.686 0.35
H -4.988 11.569 -24.515 0.30
H -4.091 12.211 -23.192 0.12
H -4.903 13.134 -26.712 0.41
H -3.284 13.722 -26.419 0.44
H -4.662 15.374 -27.463 0.46
H -4.349 15.939 -25.763 0.25
H -6.440 15.287 -25.108 -0.11
H -7.179 16.134 -27.788 0.56
H -6.568 17.305 -26.648 0.39
H -8.879 15.561 -25.845 -0.20
H -9.099 17.022 -26.824 0.45
H -10.306 17.464 -24.847 0.31
H -9.523 17.911 -23.335 -0.03
H -9.635 16.235 -23.707 -0.50
C -12.711 9.046 -18.829 -0.82
O -12.210 9.045 -17.481 -0.41
C -10.826 8.755 -17.273 -0.07
C -10.548 8.833 -15.758 0.43
N -10.982 7.619 -15.066 -0.45
C -9.985 6.527 -15.314 -0.72
C -8.596 6.877 -14.704 -0.55
O -7.755 7.330 -15.772 -0.19
C -6.379 7.603 -15.279 -0.52
H -13.801 9.031 -18.853 0.28
H -12.517 8.080 -19.296 0.35
H -12.322 9.880 -19.412 0.24
H -10.126 9.442 -17.747 -0.01
H -10.525 7.768 -17.624 0.36
H -11.216 9.590 -15.349 -0.74
H -9.512 9.062 -15.506 0.28
H -11.888 7.375 -15.439 0.34
H -9.961 6.259 -16.370 0.34
H -10.408 5.644 -14.835 0.46
H -8.159 6.014 -14.201 0.51
H -8.551 7.696 -13.986 0.21
H -6.372 8.336 -14.473 0.11
H -5.843 7.996 -16.142 0.11
H -5.827 6.698 -15.024 0.37
C -13.945 21.999 -23.089 -0.30
O -14.899 21.797 -24.147 -0.21
C -15.999 22.657 -23.985 -0.33
C -16.896 22.436 -25.201 -1.03
N -17.395 21.086 -25.240 -0.13
C -18.187 20.811 -26.399 -0.64
C -18.259 19.281 -26.654 -0.73
O -16.904 18.752 -26.881 -0.24
C -16.874 17.604 -27.754 -0.67
H -13.654 23.049 -23.047 0.57
H -12.993 21.506 -23.284 -0.07
H -14.297 21.704 -22.100 -0.03
H -15.731 23.711 -23.913 0.54
H -16.554 22.485 -23.062 0.07
H -16.456 22.789 -26.134 0.39
H -17.729 23.117 -25.024 0.42
H -16.738 20.336 -25.080 0.34
H -17.787 21.275 -27.301 0.36
H -19.241 21.038 -26.235 0.29
H -18.826 19.207 -27.582 0.57
H -18.859 18.804 -25.879 0.25
H -17.760 16.970 -27.747 0.39
H -16.158 16.913 -27.309 0.11
H -16.673 17.846 -28.798 0.29
```